Here is 2 unconnected molecules or ions with the total composition C7H14OS2 from OMol25. Energies are from ωB97M-V with the def2-TZVPD basis set.

Bonds (Å) are listed after each position.
Element x y z (Å)
1 C 0.9944 0.6513 2.3633  C2 1.533, C6 1.527, H7 1.107, H8 1.107
2 C -0.0822 -0.4329 2.2415  C1 1.533, C3 1.527, H9 1.107, H10 1.107
3 C -1.4991 0.1070 2.0610  C2 1.527, S4 1.814, H11 1.107, H12 1.107
4 S -1.6985 1.0128 0.5025  C3 1.814, S5 2.051
5 S -0.3894 2.5472 0.8742  S4 2.051, C6 1.814
6 C 1.1092 1.5618 1.1428  C1 1.527, S5 1.814, H13 1.107, H14 1.107
7 H 0.7851 1.2787 3.2509  C1 1.107
8 H 1.9726 0.1582 2.5228  C1 1.107
9 H -0.0605 -1.0536 3.1578  C2 1.107
10 H 0.1547 -1.0910 1.3835  C2 1.107
11 H -2.2320 -0.7214 2.0151  C3 1.107
12 H -1.7937 0.7712 2.8961  C3 1.107
13 H 1.3239 0.9866 0.2216  C6 1.107
14 H 1.9248 2.2981 1.2775  C6 1.107
15 C 0.4784 0.3217 -2.9317  C16 1.511, H19 1.103, H20 1.103, H21 1.103
16 C 0.4072 -0.9902 -2.1847  C15 1.511, C17 1.511, O18 1.220
17 C -0.8096 -1.8450 -2.4539  C16 1.511, H22 1.103, H23 1.103, H24 1.103
18 O 1.2820 -1.3391 -1.4089  C16 1.220
19 H 1.3970 0.8693 -2.6613  C15 1.103
20 H -0.3925 0.9514 -2.6834  C15 1.103
21 H 0.4836 0.1417 -4.0199  C15 1.103
22 H -1.7278 -1.3009 -2.1754  C17 1.103
23 H -0.8657 -2.1050 -3.5243  C17 1.103
24 H -0.7620 -2.7779 -1.8673  C17 1.103

- SMILES: C1CCSSC1.CC(C)=O
- Strongest force on any atom: 0.89 eV/Å
- Gap between HOMO and LUMO: 9.15 eV
- Total energy: -1146.7440 hartree
- Relative energy (zero: lowest compared OMol25 entry of this formula, charge and spin): 0.000 eV
- Highest occupied orbital energy: -8.44 eV

---

Here is 19 unconnected molecules or ions with the total composition C48H146N12O19 from OMol25. Energies are from ωB97M-V with the def2-TZVPD basis set.

Bonds (Å) are listed after each position.
Element x y z (Å)
1 C 6.4336 -1.6510 0.8897  C2 1.509, H7 1.077, H8 1.074, H9 1.089
2 C 6.0675 -0.3321 1.5242  C1 1.509, C3 1.624, N6 1.462, H10 1.111
3 C 6.2276 0.8482 0.4208  C2 1.624, O4 1.414, H11 1.081, H12 1.126
4 O 6.2443 2.0481 1.1689  C3 1.414, C5 1.399
5 C 6.0488 3.1465 0.3241  O4 1.399, H13 1.065, H14 1.099, H15 1.116
6 N 4.7542 -0.3127 2.1657  C2 1.462, H16 1.030, H17 0.994
7 H 5.7234 -1.8895 0.1162  C1 1.077
8 H 6.4661 -2.4722 1.5814  C1 1.074
9 H 7.4421 -1.6459 0.4795  C1 1.089
10 H 6.8897 -0.1413 2.2466  C2 1.111
11 H 5.3898 0.8414 -0.2623  C3 1.081
12 H 7.1762 0.8067 -0.1849  C3 1.126
13 H 6.1990 4.0600 0.8495  C5 1.065
14 H 5.0898 3.1109 -0.2115  C5 1.099
15 H 6.8518 2.9771 -0.4318  C5 1.116
16 H 4.0649 -0.2528 1.4031  N6 1.030
17 H 4.6508 0.4764 2.7614  N6 0.994
18 C -5.9758 -5.9579 1.5814  C19 1.547, H24 1.127, H25 1.107, H26 1.058
19 C -5.0862 -6.1891 0.3369  C18 1.547, C20 1.589, N23 1.458, H27 1.103
20 C -4.8083 -4.8411 -0.4564  C19 1.589, O21 1.373, H28 1.077, H29 1.101
21 O -3.9348 -5.1205 -1.4785  C20 1.373, C22 1.409
22 C -3.7002 -3.9547 -2.2347  O21 1.409, H30 1.075, H31 1.157, H32 1.082
23 N -3.7758 -6.5857 0.8375  C19 1.458, H33 1.033, H34 0.997
24 H -5.6594 -5.0431 2.1588  C18 1.127
25 H -5.8414 -6.7972 2.2904  C18 1.107
26 H -7.0035 -5.7813 1.4036  C18 1.058
27 H -5.5104 -6.9590 -0.3294  C19 1.103
28 H -4.3887 -4.0997 0.2019  C20 1.077
29 H -5.7628 -4.4102 -0.7966  C20 1.101
30 H -3.1467 -3.2763 -1.6103  C22 1.075
31 H -4.7371 -3.5407 -2.5366  C22 1.157
32 H -3.1798 -4.1642 -3.1595  C22 1.082
33 H -3.0811 -6.8335 0.1149  N23 1.033
34 H -3.8539 -7.4140 1.3869  N23 0.997
35 C -1.6871 -5.2430 5.2100  C36 1.550, H41 1.117, H42 1.076, H43 1.122
36 C -3.0065 -4.9671 4.4453  C35 1.550, C37 1.514, N40 1.490, H44 1.067
37 C -3.8217 -3.8596 5.0779  C36 1.514, O38 1.478, H45 1.082, H46 1.092
38 O -4.3641 -4.5030 6.2935  C37 1.478, C39 1.414
39 C -5.3388 -3.7419 6.9783  O38 1.414, H47 1.116, H48 1.094, H49 1.072
40 N -2.8488 -4.5085 3.0370  C36 1.490, H50 1.019, H51 1.020
41 H -2.0284 -5.1551 6.2696  C35 1.117
42 H -0.9343 -4.5063 4.9887  C35 1.076
43 H -1.2703 -6.2600 4.9861  C35 1.122
44 H -3.6298 -5.8320 4.4120  C36 1.067
45 H -4.5823 -3.6088 4.3505  C37 1.082
46 H -3.1369 -3.0217 5.2251  C37 1.092
47 H -4.8934 -2.7576 7.2595  C39 1.116
48 H -5.7212 -4.3595 7.7962  C39 1.094
49 H -6.2060 -3.5727 6.3718  C39 1.072
50 H -2.7311 -5.2836 2.3854  N40 1.019
51 H -1.9365 -4.0761 2.8898  N40 1.020
52 C -3.8132 2.4449 4.4106  C53 1.553, H58 1.095, H59 1.073, H60 1.113
53 C -3.2868 1.8941 3.0578  C52 1.553, C54 1.490, N57 1.477, H61 1.079
54 C -2.5464 2.9982 2.3844  C53 1.490, O55 1.383, H62 1.093, H63 1.115
55 O -2.9862 4.3078 2.4469  C54 1.383, C56 1.421
56 C -4.1704 4.4886 1.6825  O55 1.421, H64 1.103, H65 1.079, H66 1.095
57 N -2.3560 0.7474 3.0779  C53 1.477, H67 0.973, H68 0.999
58 H -3.0189 2.9846 4.9357  C52 1.095
59 H -4.0495 1.6374 5.0767  C52 1.073
60 H -4.6173 3.2140 4.4034  C52 1.113
61 H -4.1128 1.5653 2.4459  C53 1.079
62 H -2.3093 2.7153 1.3554  C54 1.093
63 H -1.5984 3.0176 2.9718  C54 1.115
64 H -4.4529 5.5544 1.6795  C56 1.103
65 H -5.0282 3.9363 2.0343  C56 1.079
66 H -4.0004 4.2162 0.6356  C56 1.095
67 H -1.6121 0.9133 3.6823  N57 0.973
68 H -2.7188 -0.1475 3.3345  N57 0.999
69 C -4.9406 1.9002 -2.8687  C70 1.542, H75 1.099, H76 1.141, H77 1.118
70 C -3.4057 1.8024 -2.7527  C69 1.542, C71 1.541, N74 1.418, H78 1.152
71 C -2.8877 2.6644 -1.5850  C70 1.541, O72 1.464, H79 1.084, H80 1.096
72 O -3.1623 4.1010 -1.6400  C71 1.464, C73 1.437
73 C -2.6121 4.7174 -2.8154  O72 1.437, H81 1.094, H82 1.126, H83 1.079
74 N -3.0850 0.4413 -2.5195  C70 1.418, H84 0.972, H85 1.044
75 H -5.3608 1.2005 -2.1335  C69 1.099
76 H -5.2846 1.7144 -3.9405  C69 1.141
77 H -5.3684 2.8989 -2.6056  C69 1.118
78 H -2.8232 2.1858 -3.6690  C70 1.152
79 H -1.8109 2.6221 -1.4658  C71 1.084
80 H -3.3049 2.3155 -0.6338  C71 1.096
81 H -3.2028 4.4600 -3.6992  C73 1.094
82 H -1.5658 4.3407 -2.9911  C73 1.126
83 H -2.6372 5.7865 -2.6710  C73 1.079
84 H -2.1314 0.3508 -2.3539  N74 0.972
85 H -3.5862 0.1218 -1.6616  N74 1.044
86 C -1.3041 7.0306 -0.1304  C87 1.570, H92 1.094, H93 1.090, H94 1.079
87 C -0.2759 6.1536 0.6688  C86 1.570, C88 1.490, N91 1.465, H95 1.074
88 C -0.2790 6.5082 2.1160  C87 1.490, O89 1.416, H96 1.106, H97 1.091
89 O 0.1728 7.8321 2.3351  C88 1.416, C90 1.404
90 C 1.5167 8.1598 2.0974  O89 1.404, H98 1.089, H99 1.107, H100 1.142
91 N -0.4113 4.7068 0.4838  C87 1.465, H101 1.068, H102 0.993
92 H -1.3020 6.9200 -1.2186  C86 1.094
93 H -1.2793 8.0812 0.1573  C86 1.090
94 H -2.2960 6.7355 0.1753  C86 1.079
95 H 0.6957 6.3964 0.2806  C87 1.074
96 H 0.4038 5.8179 2.6448  C88 1.106
97 H -1.2796 6.3747 2.5287  C88 1.091
98 H 1.4657 9.2467 2.0421  C90 1.089
99 H 1.8692 7.8134 1.1066  C90 1.107
100 H 2.1063 7.8182 3.0131  C90 1.142
101 H -0.7086 4.4526 -0.5100  N91 1.068
102 H -1.1497 4.3434 1.0392  N91 0.993
103 C 0.9235 -3.7721 -1.3220  C104 1.497, H109 1.074, H110 1.130, H111 1.062
104 C -0.5089 -4.2056 -1.2844  C103 1.497, C105 1.515, N108 1.491, H112 1.093
105 C -0.7301 -5.6710 -1.6010  C104 1.515, O106 1.436, H113 1.109, H114 1.080
106 O -1.2894 -5.8866 -2.9055  C105 1.436, C107 1.385
107 C -1.4179 -7.2436 -3.1501  O106 1.385, H115 1.111, H116 1.052, H117 1.121
108 N -1.1244 -3.8876 0.0357  C104 1.491, H118 1.027, H119 1.021
109 H 1.3134 -3.9257 -2.3106  C103 1.074
110 H 1.5418 -4.3170 -0.5485  C103 1.130
111 H 1.0132 -2.7147 -1.2726  C103 1.062
112 H -0.9726 -3.6401 -2.0972  C104 1.093
113 H -1.3808 -6.1371 -0.8333  C105 1.109
114 H 0.2130 -6.1972 -1.6267  C105 1.080
115 H -0.4509 -7.7526 -3.3525  C107 1.111
116 H -2.0193 -7.3976 -3.9999  C107 1.052
117 H -1.9626 -7.7617 -2.3179  C107 1.121
118 H -1.0238 -2.9052 0.3166  N108 1.027
119 H -2.0539 -4.3100 0.0499  N108 1.021
120 C 2.4893 -5.0198 2.9259  C121 1.510, H126 1.140, H127 1.110, H128 1.076
121 C 2.8918 -3.5675 2.8391  C120 1.510, C122 1.511, N125 1.512, H129 1.128
122 C 1.6932 -2.7076 3.1649  C121 1.511, O123 1.429, H130 1.082, H131 1.159
123 O 1.3107 -2.7935 4.5391  C122 1.429, C124 1.413
124 C 0.1260 -2.1088 4.8929  O123 1.413, H132 1.133, H133 1.054, H134 1.069
125 N 4.0624 -3.2859 3.7543  C121 1.512, H135 1.016, H136 1.040
126 H 1.9760 -5.1754 3.9320  C120 1.140
127 H 3.3277 -5.7450 2.8640  C120 1.110
128 H 1.7807 -5.1947 2.1347  C120 1.076
129 H 3.2996 -3.3184 1.8178  C121 1.128
130 H 0.8246 -2.9747 2.5779  C122 1.082
131 H 1.9304 -1.5959 2.9378  C122 1.159
132 H 0.1742 -0.9873 4.7385  C124 1.133
133 H -0.1003 -2.3471 5.8947  C124 1.054
134 H -0.6945 -2.4134 4.2796  C124 1.069
135 H 4.2019 -2.3077 3.5167  N125 1.016
136 H 3.7029 -3.4230 4.7208  N125 1.040
137 C -0.5294 -0.3170 -7.3792  C138 1.523, H143 1.040, H144 1.100, H145 1.106
138 C -1.6294 -0.7829 -6.4348  C137 1.523, C139 1.520, N142 1.481, H146 1.068
139 C -1.1766 -1.9951 -5.6370  C138 1.520, O140 1.440, H147 1.083, H148 1.107
140 O -0.7176 -3.0208 -6.5372  C139 1.440, C141 1.429
141 C -0.2179 -4.1087 -5.7574  O140 1.429, H149 1.070, H150 1.119, H151 1.062
142 N -1.8817 0.3386 -5.5011  C138 1.481, H152 0.972, H153 1.019
143 H -0.1397 -1.1728 -7.8229  C137 1.040
144 H 0.2642 0.1785 -6.8013  C137 1.100
145 H -0.9051 0.4664 -8.0640  C137 1.106
146 H -2.5251 -1.0314 -6.9598  C138 1.068
147 H -2.0043 -2.3431 -5.0309  C139 1.083
148 H -0.3169 -1.6913 -5.0101  C139 1.107
149 H -0.9682 -4.7156 -5.2956  C141 1.070
150 H 0.3833 -3.7640 -4.8784  C141 1.119
151 H 0.3134 -4.7390 -6.4263  C141 1.062
152 H -2.3015 0.2150 -4.6327  N142 0.972
153 H -2.3366 1.0812 -6.0301  N142 1.019
154 C 6.5445 0.3743 -4.8252  C155 1.519, H160 1.096, H161 1.092, H162 1.092
155 C 7.0151 0.0590 -3.4156  C154 1.519, C156 1.516, N159 1.462, H163 1.103
156 C 5.9745 -0.8284 -2.7606  C155 1.516, O157 1.412, H164 1.127, H165 1.101
157 O 4.7803 -0.1048 -2.5487  C156 1.412, C158 1.435
158 C 3.7243 -0.9510 -2.0718  O157 1.435, H166 1.087, H167 1.099, H168 1.109
159 N 8.2674 -0.6887 -3.5179  C155 1.462, H169 1.019, H170 1.014
160 H 5.7728 1.1531 -4.8258  C154 1.096
161 H 6.1197 -0.4910 -5.3389  C154 1.092
162 H 7.3149 0.7965 -5.4743  C154 1.092
163 H 7.0971 0.9864 -2.8235  C155 1.103
164 H 6.3287 -1.1534 -1.7407  C156 1.127
165 H 5.7008 -1.6946 -3.3828  C156 1.101
166 H 2.8001 -0.3997 -2.2264  C158 1.087
167 H 3.7819 -1.2067 -1.0047  C158 1.099
168 H 3.7220 -1.8889 -2.6641  C158 1.109
169 H 8.9681 -0.1123 -3.9820  N159 1.019
170 H 8.6607 -1.0494 -2.6558  N159 1.014
171 C 2.9116 3.3967 3.2012  C172 1.537, H177 1.077, H178 1.099, H179 1.101
172 C 1.7023 2.4705 3.4065  C171 1.537, C173 1.532, N176 1.469, H180 1.127
173 C 0.8865 2.9079 4.6278  C172 1.532, O174 1.414, H181 1.087, H182 1.045
174 O 0.1967 1.7858 5.1416  C173 1.414, C175 1.444
175 C -0.5065 2.1633 6.3449  O174 1.444, H183 1.072, H184 1.102, H185 1.055
176 N 0.8837 2.2872 2.2003  C172 1.469, H186 1.026, H187 1.039
177 H 3.4757 3.3639 4.1185  C171 1.077
178 H 2.6122 4.4209 2.9375  C171 1.099
179 H 3.5285 2.9906 2.3848  C171 1.101
180 H 2.1379 1.4735 3.7013  C172 1.127
181 H 0.2418 3.7541 4.4055  C173 1.087
182 H 1.5271 3.2791 5.3657  C173 1.045
183 H -1.0751 1.3377 6.7260  C175 1.072
184 H -1.2825 2.8810 6.0349  C175 1.102
185 H 0.0568 2.6312 7.1039  C175 1.055
186 H 0.1212 1.6035 2.2620  N176 1.026
187 H 0.5030 3.1305 1.7271  N176 1.039
188 C 1.9384 3.5340 -5.7585  C189 1.524, H194 1.099, H195 1.122, H196 1.089
189 C 2.4281 3.7998 -4.3401  C188 1.524, C190 1.503, N193 1.494, H197 1.107
190 C 1.5130 4.6628 -3.5169  C189 1.503, O191 1.410, H198 1.106, H199 1.110
191 O 2.0886 5.2079 -2.3507  C190 1.410, C192 1.443
192 C 2.7172 6.4966 -2.5166  O191 1.443, H200 1.101, H201 1.101, H202 1.080
193 N 2.7157 2.5291 -3.6094  C189 1.494, H203 1.045, H204 1.008
194 H 2.5331 2.8985 -6.4298  C188 1.099
195 H 1.8788 4.4744 -6.3675  C188 1.122
196 H 0.9378 3.1053 -5.7136  C188 1.089
197 H 3.3055 4.4593 -4.4818  C189 1.107
198 H 0.6601 4.0308 -3.2072  C190 1.106
199 H 1.2034 5.4710 -4.2123  C190 1.110
200 H 2.0380 7.0839 -3.1532  C192 1.101
201 H 3.7227 6.4043 -2.9544  C192 1.101
202 H 2.7577 6.9403 -1.5324  C192 1.080
203 H 3.3746 1.9080 -4.1307  N193 1.045
204 H 3.1502 2.7272 -2.7219  N193 1.008
205 O -4.0182 -2.0689 1.9329  H206 0.996, H207 0.962
206 H -3.9106 -2.9216 2.4358  O205 0.996
207 H -3.1599 -1.9432 1.5181  O205 0.962
208 O -4.4592 0.3394 0.4990  H209 0.993, H210 0.983
209 H -4.9891 -0.4498 0.7873  O208 0.993
210 H -3.5820 -0.1040 0.5179  O208 0.983
211 O 0.0215 1.1741 -3.3302  H212 0.975, H213 0.976
212 H -0.5279 1.0408 -4.1250  O211 0.975
213 H 0.9464 1.4139 -3.5296  O211 0.976
214 O -1.5624 -0.8056 0.8744  H215 1.009, H216 0.969
215 H -1.0518 -0.6632 0.0162  O214 1.009
216 H -1.6470 -0.0095 1.4204  O214 0.969
217 O 2.5776 3.3383 -0.3798  H218 0.963, H219 0.954
218 H 1.8616 3.2595 0.2598  O217 0.963
219 H 2.3192 4.1097 -0.8779  O217 0.954
220 O 2.0864 0.5406 0.2086  H221 0.959, H222 0.999
221 H 2.5788 1.2631 -0.1858  O220 0.959
222 H 1.6435 0.9725 0.9927  O220 0.999
223 O 0.0085 -0.5764 -1.4617  H224 0.975, H225 0.994
224 H 0.0483 0.0847 -2.1766  O223 0.975
225 H 0.7479 -0.2083 -0.9083  O223 0.994

- Strongest force on any atom: 2.75 eV/Å
- Gap between HOMO and LUMO: 9.00 eV
- Total energy: -4002.8294 hartree
- Relative energy (zero: lowest compared OMol25 entry of this formula, charge and spin): 0.000 eV
- Highest occupied orbital energy: -8.64 eV

---

no.,LUMO (eV)
1,0.70
2,0.36